Here is a cluster of 17 separate species, C90H109B6F24N19O9 in total at a distorted geometry from OMol25. Energies are from wB97M-V/def2-TZVPD.

Values from the calculation:
- Orbital gap: 4.98 eV
- Net charge: +6
- Highest occupied orbital energy: -15.569 eV

Each line ends with the Mulliken charge.
Cartesian coordinates (Å):
H -8.583 0.855 2.106  0.385
H 3.285 -0.663 5.749  0.152
C 0.133 1.259 7.634  -0.249
C 3.670 0.029 5.012  -0.694
H 3.551 1.021 5.428  -0.133
C 1.231 -7.980 -6.371  -0.344
C 3.726 3.656 -0.069  1.429
H 0.578 8.990 -13.879  0.345
F 4.970 4.865 4.162  -0.405
C -7.751 3.625 -2.954  -1.016
H 4.383 4.856 2.279  0.926
C -9.274 1.375 -3.848  -0.785
C -4.908 5.784 -2.200  -0.981
H 4.732 -0.124 4.790  0.353
N 2.885 0.034 3.796  1.477
H -1.213 1.226 1.450  1.130
O 4.579 -2.010 1.337  -0.815
C 5.676 2.257 -0.167  -0.990
H -4.758 -3.929 -2.376  0.274
F 1.044 -1.556 6.095  -0.266
C -2.974 2.200 5.904  -0.535
H -11.086 0.339 -4.291  0.479
H 1.337 4.876 -8.812  0.272
C -5.958 2.207 2.738  -0.930
H 7.652 -8.276 5.751  0.456
C 0.639 4.162 -9.137  -1.010
H -7.396 5.544 -2.156  0.384
H -4.847 -5.305 -1.163  0.378
C 5.031 -8.815 7.865  -0.548
C -4.944 3.521 -3.175  -0.998
H -6.297 -0.110 -3.855  0.209
F 1.251 -3.730 7.121  -0.317
C 0.544 4.939 -11.505  1.088
F 3.746 3.468 5.404  -0.517
H 2.748 -6.049 2.192  0.666
C 5.204 -5.938 5.773  -0.937
C 3.367 3.202 -1.351  -0.972
C -2.279 0.075 4.972  -0.692
C 2.879 -9.812 -6.548  -0.790
C 0.685 -0.422 -0.775  -1.177
H -11.112 -1.926 -3.551  0.434
H 8.354 -11.625 8.778  0.345
H 0.692 3.242 -7.114  0.731
H 4.029 -8.518 8.120  0.542
N 4.739 -0.958 0.750  1.361
H 1.996 8.130 -14.733  0.389
F -1.220 2.898 -4.499  -0.481
C -10.371 -2.103 -4.297  -0.811
C -0.459 -7.873 -4.719  0.963
H -0.600 -0.791 5.974  0.979
H 3.328 -4.442 2.503  0.199
H 7.441 5.654 9.813  0.366
H 7.741 -10.884 10.183  0.334
C -0.200 -0.396 -1.854  -1.450
F 0.343 4.269 -3.630  -0.325
N 5.360 1.853 -1.389  0.219
O 5.343 -0.029 1.256  -0.729
N -4.809 3.682 0.158  0.850
N -5.609 4.592 -2.685  0.297
F -0.878 -4.475 -1.629  -0.099
H -5.096 1.482 -3.799  0.331
B 0.090 2.998 -4.024  0.266
H -2.901 -6.635 -0.945  0.302
C -2.758 -6.535 -2.043  -0.327
C 0.334 5.763 -13.750  -0.187
H 0.606 5.173 6.966  0.397
F -3.182 -2.331 -5.995  -0.425
C -7.936 1.260 -3.641  1.234
C 1.441 7.089 -12.263  -0.378
H -0.328 -6.513 -6.323  0.463
N -1.053 1.171 6.642  0.301
C 2.413 1.187 3.355  0.268
C -7.676 0.951 1.562  -0.958
H -6.671 -0.961 2.884  0.455
C -1.840 -7.350 -2.705  -0.631
F -1.102 -2.943 -5.557  -0.333
H -0.987 1.602 -6.639  0.174
C -4.796 2.330 3.519  -0.795
C 0.938 8.073 -14.392  -0.804
F -0.198 -3.403 5.221  -0.413
O -6.026 3.640 -0.162  -0.529
H 0.381 7.808 -15.323  0.279
C 1.598 1.320 2.247  -1.984
H 2.381 -10.528 -7.246  0.363
C 2.796 -5.294 2.925  -1.257
F -6.192 -1.413 0.737  -0.317
C 2.958 4.726 0.636  1.029
H -9.858 2.289 -3.705  0.383
H -4.933 -0.914 4.711  0.524
H 5.149 -10.394 9.417  0.490
F -1.504 -2.047 -7.535  -0.346
C 0.135 -7.361 -5.870  -0.699
O -1.140 2.328 3.152  -0.334
H -6.221 3.143 2.193  0.949
C 4.847 5.223 8.194  0.129
F 0.215 2.093 -2.982  0.090
H 1.047 4.404 8.467  0.563
H 5.146 5.234 7.109  0.163
H -8.805 3.693 -2.896  0.469
O -3.930 3.425 -0.670  -0.432
C 2.511 5.823 7.795  -0.941
C 4.847 3.077 0.559  0.038
N -1.470 0.159 -1.701  0.764
H -9.677 -2.920 -4.084  0.241
H 0.189 6.634 0.488  0.544
C -4.235 -4.669 -1.801  -1.310
C -4.371 1.159 4.208  0.537
C 1.323 0.185 1.538  1.468
H -0.449 -9.510 -3.321  0.537
O -4.563 3.953 1.321  -0.710
N 3.584 -5.909 4.050  0.169
C 0.429 3.192 -8.174  -0.477
H -3.645 -4.096 -1.106  0.567
N -6.592 1.095 2.511  0.262
H 2.932 6.507 3.521  0.642
H -4.210 3.237 3.383  0.543
H -7.525 0.048 0.998  0.271
C 0.316 3.898 -10.459  1.614
F -1.586 -0.685 -5.657  -0.217
H -5.105 6.727 -2.686  0.416
C 7.133 4.799 9.204  -0.864
C 4.885 4.957 10.415  -0.646
C 7.422 -11.264 9.240  -0.984
N 3.594 5.383 8.593  0.362
H -1.337 1.041 -9.973  0.434
H -7.751 -2.106 -4.065  0.491
F -0.330 -4.374 0.463  -0.365
H 2.560 -7.555 3.533  0.518
C 3.637 5.207 9.997  -0.224
H 1.831 -7.482 -7.105  0.375
H 2.122 6.754 8.108  0.487
H 3.267 -1.980 3.348  0.547
H -0.458 6.946 2.721  0.364
C -1.886 2.185 6.749  -0.569
C 2.739 -1.083 3.033  -1.423
H 1.955 -4.827 3.372  0.294
C 6.060 0.712 -2.136  -0.950
H 2.567 3.649 -1.884  0.393
H 0.979 0.952 7.024  0.094
C -7.078 2.435 -3.316  1.418
H -0.335 3.825 -13.154  0.399
C 5.750 -8.279 6.800  0.396
C 2.605 6.047 2.594  -0.403
N 6.848 -10.187 8.375  -0.052
C -1.221 0.091 5.811  -1.115
H -2.325 -0.242 -3.673  -0.091
H 1.680 -0.793 -0.904  0.746
H 1.565 -10.554 -4.298  0.367
F 0.966 2.629 -4.992  -0.381
C -6.242 -0.016 3.204  -0.406
C -6.944 4.631 -2.568  -0.656
C 0.161 4.718 -12.864  -0.798
H 1.882 3.867 7.063  0.169
C 1.244 6.175 -11.211  -0.586
F 5.047 2.610 3.812  -0.140
H 6.611 1.210 -2.960  0.366
H -2.712 1.274 -0.403  0.364
C 3.319 -7.193 4.216  -0.419
H -3.814 5.632 -2.174  0.245
C -2.415 0.415 -2.795  0.073
C 4.452 -5.271 4.830  0.448
H 1.240 2.287 2.020  1.192
H 5.358 4.627 11.343  0.431
F 1.345 -4.158 -0.992  -0.366
C 4.160 2.236 -1.920  -0.262
H 6.049 -5.426 6.275  0.473
H 5.291 0.167 -2.631  0.334
H -1.784 2.986 7.447  0.465
O -0.968 3.930 4.495  -0.695
H 6.605 1.946 0.188  0.490
C 3.395 5.116 1.919  -1.203
H 6.676 0.124 -1.487  0.352
H 1.672 6.399 -10.243  0.319
H 3.896 1.745 -2.851  0.515
C 1.123 -9.679 -4.765  -0.309
H -2.321 1.483 -3.087  0.172
H 0.643 8.353 2.459  0.346
H 1.489 4.995 -0.897  0.679
H 1.853 -1.898 1.241  0.709
C 1.417 4.738 7.525  -0.946
C -1.501 -7.106 -4.013  1.609
H 2.923 6.178 6.831  0.272
F -5.807 -0.380 -1.304  0.035
H 2.645 2.016 4.041  0.176
H -3.869 3.634 -3.276  0.894
C -1.792 0.730 -0.525  -0.809
H 6.722 -12.079 9.150  0.455
H 2.710 5.320 10.597  0.398
H 5.154 3.253 1.579  0.042
C -5.207 -0.002 4.139  -0.654
C 1.069 6.143 0.821  -1.059
B -5.229 -0.931 -0.169  -0.267
N 5.655 4.914 9.203  0.123
H -2.419 -0.826 4.326  0.511
H -1.947 -5.522 -5.575  0.107
C -2.127 -5.965 -4.586  -0.592
C 0.005 -9.087 -4.178  -0.669
C -0.961 0.700 0.578  -1.080
N 1.489 6.474 2.045  0.218
C -0.704 1.906 -9.787  -0.309
H -10.888 -2.328 -5.240  0.306
C -0.391 2.758 -10.776  -0.669
F 0.350 -6.185 -0.746  -0.419
N 0.902 6.965 -13.483  0.059
N 1.749 -9.117 -5.845  0.082
H 3.834 -9.003 5.302  0.482
C -3.204 1.146 5.061  1.189
C -10.009 0.263 -4.154  -0.551
C 1.784 5.231 0.111  -0.661
F -4.492 0.055 0.544  -0.161
B 0.106 -4.797 -0.746  0.396
H -1.381 -8.087 -2.078  0.046
B -1.815 -1.973 -6.225  0.411
B 1.044 -3.118 5.884  0.234
C -3.046 -5.218 -3.886  -0.339
H -3.419 0.392 -2.387  -0.210
C 0.588 7.352 2.801  -0.976
C -8.150 -1.104 -4.024  -0.220
F 6.058 3.599 5.577  -0.282
C -7.359 -0.007 -3.881  -0.719
H -1.388 0.437 -7.843  0.161
H 0.032 5.698 -14.841  0.338
N -0.701 3.450 3.405  0.670
C -5.649 2.371 -3.433  -0.173
H 0.799 7.333 3.862  0.308
B 4.999 3.630 4.717  0.544
C -0.578 1.084 -7.478  -0.759
H 0.252 2.305 7.912  -0.103
H 7.343 3.970 9.844  0.357
H 3.535 -9.116 -7.045  0.307
H 2.129 7.868 -11.953  0.414
C 3.945 -7.917 5.200  -0.742
N -9.499 -0.965 -4.229  0.110
H 4.452 -4.202 4.642  0.370
H 0.065 -0.691 -2.835  0.987
F -4.391 -1.978 -0.420  -0.107
H -0.122 0.612 8.487  0.305
H 7.498 4.557 8.198  0.308
O 4.193 -0.726 -0.320  -0.665
N -0.325 2.144 -8.525  0.191
H -5.136 5.840 -1.108  0.434
H -7.747 1.782 0.904  0.277
C 1.952 -1.045 1.921  -0.878
H -3.735 2.932 6.058  0.655
H 8.579 -10.085 7.325  0.430
C 0.318 0.156 0.446  0.982
H -3.452 -4.340 -4.331  0.493
C 5.602 -9.791 8.631  -0.377
H 3.380 -10.439 -5.838  0.311
C 4.974 -7.322 5.969  0.903
H -0.626 2.528 -11.805  0.302
C 7.563 -9.725 7.335  -0.071
H 0.274 0.507 -7.358  0.371
F 2.148 -3.398 5.011  -0.016
N -3.337 -5.494 -2.602  0.308
O -0.026 4.037 2.573  -0.550
C 7.023 -8.746 6.544  -0.612

***

Here is a cluster of 9 separate species, C42H91F3O26 in total at a distorted geometry from OMol25. Energies are from wB97M-V/def2-TZVPD.

Values from the calculation:
- Orbital gap: 4.22 eV
- Net charge: -2
- Highest occupied orbital energy: -1.213 eV

Each line ends with the Mulliken charge.
Cartesian coordinates (Å):
H 1.374 6.526 0.471  0.413
O 2.638 0.395 3.768  -0.707
H -5.781 -1.141 -5.671  0.224
H -1.777 -1.295 6.411  0.267
H 2.404 -8.077 6.543  0.366
H -1.415 -4.624 -6.637  0.237
H 6.107 -5.264 -4.711  0.356
H -3.638 -4.099 -8.611  0.417
C -3.258 -3.281 -7.999  -0.782
H 0.992 6.698 -1.228  0.348
H -9.521 -0.600 8.294  0.313
H 7.698 -3.525 -4.145  0.460
C 2.515 -0.400 -4.175  -0.812
H -7.521 8.321 -1.767  0.302
H 2.744 5.112 -1.019  0.282
F -3.323 4.738 -1.470  -0.228
H 4.423 8.331 -3.540  0.405
C -8.509 -2.524 4.914  -0.538
O 6.479 0.620 0.899  -0.201
H 3.776 1.770 -4.417  0.396
C -0.444 -4.828 5.530  -0.672
C 4.462 -6.906 7.566  -0.765
O -3.858 -2.282 -5.796  -0.431
H 1.654 1.870 2.898  0.327
H -8.477 -3.000 3.934  0.407
O -4.036 7.206 -2.854  -0.567
O 3.317 -6.338 7.058  -0.251
C -0.912 -0.310 0.262  0.619
C -5.118 -2.762 -3.630  -0.475
H -6.228 -1.327 3.540  0.396
H -7.073 0.944 3.414  0.283
C 4.109 -6.064 -3.182  -0.659
O -7.044 1.401 5.427  -0.241
C -0.476 -3.336 5.244  -0.450
O 5.464 1.324 -1.720  -0.142
H -3.175 -3.463 -4.203  0.370
H -5.991 8.558 0.272  0.316
H 1.700 0.249 -3.855  0.350
O -2.116 0.170 0.636  -0.410
H -6.695 3.444 4.872  0.316
C -4.569 4.995 -1.886  0.839
O -6.046 6.964 -1.666  -0.296
H -7.228 -1.971 -5.014  0.256
H -1.803 1.068 0.500  0.270
H 5.870 2.631 0.488  0.282
H -1.483 -3.053 4.938  0.391
H -6.863 -0.250 -4.650  0.267
O 2.114 8.270 -0.290  -0.282
H 2.180 -5.199 -2.473  0.362
O -8.115 -1.154 4.617  -0.260
O 3.686 -0.032 -3.443  -0.164
H 5.951 1.098 -3.687  0.170
H 3.220 1.812 -2.735  0.409
C 6.717 1.798 -1.237  -0.614
H 3.649 6.134 0.236  0.369
C 2.500 -7.055 6.177  -0.487
H 4.285 -7.765 8.213  0.291
H -0.117 -4.532 -7.756  0.250
C 3.905 1.327 -3.429  -0.664
C 2.378 -6.024 0.003  -0.752
H 1.568 -5.297 -0.057  0.339
H 0.463 9.371 -0.957  0.297
H -0.965 -5.067 6.457  0.327
H -5.480 1.009 4.041  0.483
H 7.925 0.703 2.269  0.335
H 8.278 -3.025 -0.779  0.228
C 1.014 -6.641 6.054  -0.642
C -6.703 -0.882 4.415  -0.602
H -8.148 2.801 4.344  0.324
H -4.737 9.244 -0.786  0.302
H 4.309 8.358 -1.184  0.325
H 6.080 -2.698 -4.074  0.241
H -8.118 -0.808 7.119  0.192
H -7.756 -3.010 5.535  0.364
H -4.889 -2.982 -2.587  0.373
O 2.756 1.536 5.587  -0.812
H 6.659 -5.552 -3.146  0.302
C -1.205 -4.516 -7.701  -0.634
O -9.494 -2.223 7.017  -0.448
H 6.496 -0.368 2.727  0.242
H 1.258 10.038 0.479  0.237
H -0.527 -0.878 5.375  0.363
H 2.266 -1.429 -3.912  0.177
C 2.437 1.430 4.380  0.690
H 0.270 -3.141 4.473  0.336
H 6.258 7.816 -5.376  0.343
H -7.904 3.038 6.140  0.231
H 5.668 7.406 -0.985  0.317
C 1.001 9.117 -0.043  -0.787
H 2.985 -7.057 5.201  0.333
H 0.424 -7.253 5.372  0.356
H 1.918 -7.011 -0.045  0.296
H 6.636 6.133 -5.252  0.250
H -0.320 -0.662 7.185  0.271
H 2.513 -6.982 -2.296  0.392
H 2.586 -0.322 -5.260  0.315
C -6.431 8.327 -1.791  -0.193
C 4.796 7.493 -1.633  -0.365
C -3.946 -3.420 -6.612  -0.333
H -1.610 -5.373 -8.241  0.287
O -5.874 -1.553 -3.590  -0.330
H 5.034 -6.183 8.148  0.250
O 3.381 -5.781 -0.921  -0.258
H 4.921 6.566 -5.307  0.291
C 1.748 6.918 -0.475  -0.497
H -0.912 -5.391 4.723  0.366
O 3.830 6.485 -1.732  -0.236
F -4.730 4.337 -3.001  -0.244
H -6.175 -1.249 5.295  0.360
O 1.726 2.367 3.716  -0.490
C 6.033 -4.856 -3.703  -0.504
C -7.463 2.738 5.190  -0.772
H -10.382 -3.433 5.701  0.300
C -9.852 -2.481 5.675  -0.506
C 6.618 1.859 0.308  -0.525
H -3.624 -4.365 -6.173  0.484
H -6.278 10.066 -0.569  0.378
H 8.449 -4.399 -1.940  0.295
H 8.977 -2.760 -2.384  0.305
O 0.851 -5.279 5.695  -0.207
H -4.989 -3.474 -6.924  0.271
C -3.783 -2.579 -4.396  -0.557
H -9.700 -0.139 6.681  0.273
H -5.764 -3.550 -4.016  0.307
O 6.965 -3.051 -2.334  -0.232
H 5.120 -7.202 6.750  0.303
H 7.607 1.275 -1.586  0.304
O -0.034 -2.586 6.411  -0.318
C 2.914 -5.970 -2.241  -0.547
C 6.846 0.554 2.263  -0.847
H -3.214 -1.767 -3.944  0.401
C 5.292 1.670 -3.034  -0.380
C 3.035 6.100 -0.664  -0.625
H 0.290 8.591 0.594  0.319
O -0.765 -1.542 0.164  -0.773
H 4.848 -6.794 -2.849  0.357
C 5.902 6.879 -4.949  -0.786
C 8.240 -3.335 -1.823  -0.749
H 6.384 1.337 2.865  0.331
C -9.191 -0.883 7.294  -0.563
C -0.688 -1.289 6.372  -0.763
C -6.490 0.691 4.299  -0.653
O 4.717 -4.809 -3.213  -0.160
H -6.231 8.741 -2.779  0.310
H -10.521 -1.688 5.342  0.339
H 0.635 -6.752 7.069  0.333
C -6.443 -1.243 -4.811  -0.594
F -5.438 4.550 -0.990  -0.242
O -1.817 -3.305 -8.092  -0.343
C -4.858 6.506 -2.154  0.433
O -0.073 0.512 -0.111  -0.703
H 6.870 2.797 -1.645  0.333
H 5.372 2.751 -3.151  0.315
C 6.726 -3.470 -3.655  -0.626
O 6.047 6.886 -3.537  -0.264
H 7.586 2.250 0.622  0.397
H 3.721 -6.392 -4.146  0.334
C 5.284 7.960 -2.984  -0.755
H -3.630 -2.347 -8.420  0.331
H 2.858 -5.959 0.979  0.210
C -5.809 9.087 -0.664  -1.114
H 5.867 8.879 -2.931  0.400

***

Here is an isolated molecule of C4H9NO at a distorted geometry from OMol25. Energies are from wB97M-V/def2-TZVPD.

Values from the calculation:
- SMILES: C/N=C(\C)OC
- Energy relative to the best compared isomer or geometry (same formula, charge and spin): 2.1678 eV
- Orbital gap: 9.97 eV
- Highest occupied orbital energy: -8.946 eV

Each line ends with the natural charge from an NBO analysis.
Cartesian coordinates (Å):
C -1.833 -0.601 0.308  -0.695
H 0.119 2.240 1.016  0.198
H -2.012 -0.783 1.374  0.237
H 2.097 -0.320 -0.928  0.217
N 0.346 0.535 -0.064  -0.534
H 0.663 2.430 -0.658  0.197
O 0.397 -1.624 -0.147  -0.509
C -0.029 1.885 -0.007  -0.418
C -0.349 -0.508 0.017  0.577
C 1.834 -1.199 -0.312  -0.266
H -1.056 2.074 -0.335  0.167
H 2.244 -0.980 0.680  0.190
H -2.358 -1.377 -0.252  0.236
H 2.242 -2.082 -0.769  0.180
H -2.296 0.364 0.074  0.224

***

Q: highest occupied orbital energy of number 1 (C90H109B6F24N19O9)?
A: -15.569 eV